Record 1
52
Properties=species:S:1:pos:R:3:forces:R:3 method="wB97M-V/def2-TZVPD" fmax_ev_per_a=4.457 e_above_lowest_ev=4.5706 lumo_ha=0.055 homo_energy_ha=-0.1508 charge=-1
Ta 0.310 -0.292 0.196 1.41 1.29 3.14
Cl -1.287 -7.867 1.047 -0.03 0.01 -0.03
O 0.189 5.275 -1.494 0.08 -0.05 0.10
O 0.873 1.936 0.813 1.53 1.97 -0.33
O 0.827 -1.959 1.615 1.49 -3.63 0.67
O 0.873 0.086 1.848 -1.15 -0.66 -0.93
O 2.053 1.116 -1.915 0.15 0.05 0.26
O -0.580 -2.228 -0.325 -1.35 -1.07 -0.48
N 1.523 -2.126 -2.449 -0.71 0.99 1.43
N -0.271 2.698 -0.909 -0.24 -0.66 0.54
N -2.091 -0.491 0.292 -2.29 -0.24 0.46
N -0.898 1.504 -0.472 -0.96 2.52 -3.55
C 0.728 2.823 -0.045 0.35 0.18 0.56
C -0.284 -5.381 1.443 -0.18 -0.22 -0.16
C -0.746 -3.457 -0.032 0.55 0.00 -0.12
C 3.506 0.128 -0.315 -0.04 0.03 0.00
C -2.881 0.347 -0.410 1.04 0.27 -0.27
C 3.276 6.236 0.113 0.00 -0.02 0.02
C -1.070 -6.177 0.649 0.09 -0.10 0.17
C 1.297 5.169 -0.725 -0.15 0.16 -0.24
C 1.615 4.006 -0.016 -0.47 0.29 -0.67
C 3.605 5.080 0.810 0.15 0.06 0.08
C -0.124 -4.037 1.106 0.12 0.26 0.17
C 2.127 6.283 -0.653 0.12 0.12 0.08
C 2.139 0.456 -0.891 -0.11 0.77 -0.09
C 0.695 -3.150 1.887 -0.44 0.07 -0.46
C 2.773 3.980 0.741 0.20 -0.13 0.22
C -2.114 1.508 -0.871 -0.48 -1.35 0.73
C -1.699 -5.645 -0.484 0.01 0.05 0.02
C 1.118 -1.478 -1.555 1.58 -1.44 -1.76
C -4.038 -1.873 0.578 -0.07 -0.08 0.09
C -2.705 -1.580 0.779 0.35 0.40 0.49
C -4.811 -1.007 -0.170 -0.18 0.06 -0.09
C -4.226 0.135 -0.676 0.08 -0.06 0.09
C -1.544 -4.326 -0.818 -0.25 0.05 -0.19
H 3.920 7.105 0.169 0.01 0.02 -0.02
H 4.293 0.550 -0.938 0.02 0.05 -0.15
H 1.858 7.176 -1.201 -0.05 -0.01 -0.05
H 3.629 -0.952 -0.263 0.00 -0.13 0.08
H 1.196 -3.565 2.774 0.08 0.07 0.07
H -2.097 -2.234 1.385 -0.10 0.06 0.07
H -2.031 -3.929 -1.698 0.04 0.07 -0.05
H -2.314 -6.278 -1.109 0.01 -0.11 0.03
H 0.208 -5.787 2.318 0.01 0.01 0.00
H -4.458 -2.770 1.010 0.03 -0.04 0.03
H -4.784 0.853 -1.260 0.04 0.03 -0.04
H -2.548 2.306 -1.449 -0.02 0.27 0.05
H 3.011 3.077 1.285 -0.09 -0.08 0.00
H 4.503 5.035 1.412 0.04 0.02 -0.01
H 3.574 0.533 0.692 -0.08 -0.02 0.16
H -5.858 -1.216 -0.346 -0.01 0.00 -0.03
H -0.261 4.404 -1.472 -0.14 -0.10 -0.12


Record 2
49
Properties=species:S:1:pos:R:3:forces:R:3 method="wB97M-V/def2-TZVPD" fmax_ev_per_a=0.995 e_above_lowest_ev=0.2334 lumo_ha=0.097 homo_energy_ha=-0.1341 charge=-1
Cu -0.204 -0.098 -0.074 0.34 -0.61 0.17
S 0.995 2.683 1.990 -0.14 -0.12 -0.18
F 1.418 -4.722 2.328 0.00 -0.06 0.08
F 2.760 -3.850 -2.047 0.02 -0.03 -0.04
O 2.314 2.607 1.419 -0.11 -0.01 -0.08
O 0.912 2.688 3.436 -0.14 0.08 0.01
N 0.691 -0.101 -1.836 0.33 -0.06 -0.79
N -1.834 0.649 0.617 -0.70 0.44 0.56
N 0.073 1.600 1.277 0.55 0.50 0.18
C 1.360 -1.251 -2.068 0.05 0.13 -0.25
C -0.058 4.404 0.111 0.01 0.07 -0.02
C -0.518 6.444 1.935 -0.01 -0.01 -0.05
C 1.398 -3.883 1.262 -0.02 0.19 -0.16
C 0.679 -1.824 0.231 0.19 -0.33 -0.18
C -1.486 7.918 0.132 0.02 -0.07 0.04
C 0.052 5.251 2.360 0.02 -0.04 0.00
C -2.005 2.035 2.576 0.06 0.03 -0.05
C 1.388 -2.206 -0.941 -0.07 -0.12 0.33
C -3.933 0.885 1.722 -0.09 0.00 -0.02
C 0.713 -2.690 1.329 -0.01 0.01 -0.01
C -3.345 1.731 2.662 0.03 -0.03 -0.04
C 1.961 -1.457 -3.315 0.08 -0.03 -0.14
C -1.247 1.475 1.527 -0.49 0.12 0.26
C 2.082 -4.279 0.127 0.08 -0.20 0.03
C 1.177 0.686 -4.038 0.06 -0.03 -0.04
C 2.062 -3.423 -0.952 -0.04 0.08 0.06
C 0.611 0.827 -2.784 0.08 -0.01 -0.10
C -0.628 5.595 -0.303 0.03 -0.08 0.00
C -3.130 0.367 0.724 0.03 0.13 0.05
C -0.866 6.628 0.602 -0.03 0.09 0.01
C 0.281 4.240 1.446 0.11 -0.20 0.23
C 1.866 -0.490 -4.299 -0.07 0.08 0.07
H 0.200 -2.426 2.247 0.02 -0.09 0.02
H -1.503 2.652 3.307 -0.07 -0.01 0.03
H 0.316 5.077 3.396 -0.03 0.05 0.00
H 2.502 -2.367 -3.517 -0.04 0.02 0.05
H -0.905 5.724 -1.344 0.00 0.01 0.00
H 0.067 1.726 -2.517 -0.02 -0.02 0.00
H -0.790 8.479 -0.495 -0.02 0.02 0.00
H -1.764 8.547 0.978 0.00 0.02 -0.02
H 2.612 -5.220 0.084 0.01 0.02 -0.01
H -0.705 7.237 2.651 0.00 0.00 -0.01
H 2.328 -0.651 -5.265 0.01 -0.02 0.01
H -3.528 -0.304 -0.028 0.00 -0.03 0.02
H 1.087 1.469 -4.778 -0.02 0.01 0.02
H -3.938 2.134 3.475 0.00 0.03 -0.01
H -2.383 7.725 -0.459 0.00 0.03 -0.01
H -4.983 0.628 1.769 0.01 -0.01 0.00
H 0.121 3.587 -0.577 -0.03 0.03 -0.03


Record 3
58
Properties=species:S:1:pos:R:3:forces:R:3 method="wB97M-V/def2-TZVPD" fmax_ev_per_a=3.866 e_above_lowest_ev=0.1814 lumo_ha="0.168 / 0.167" multiplicity=3 homo_energy_ha="-0.0047 / -0.0753" s_squared=2.02 charge=-2
Ti 11.386 8.912 13.213 0.76 1.28 0.75
S 10.861 5.720 12.289 1.39 0.79 3.52
S 12.353 12.435 10.924 -0.36 0.37 -0.47
S 9.993 11.870 12.840 0.05 0.73 -0.03
F 9.995 5.325 9.832 -0.15 -0.10 0.43
F 8.379 5.649 11.327 1.84 -0.65 -0.41
F 9.308 3.710 11.094 0.95 0.46 0.47
O 12.703 10.575 13.588 0.38 -0.43 0.81
O 10.411 5.302 13.631 -0.06 0.44 -2.56
O 13.392 11.691 17.586 -0.04 0.27 -0.43
O 10.827 7.202 12.072 -0.85 -1.97 -0.68
O 12.152 5.209 11.899 -0.50 -0.64 -0.62
O 13.489 8.310 12.610 0.09 -1.29 0.87
O 12.468 7.639 14.451 2.75 -1.35 -1.59
N 11.291 10.114 11.367 1.06 0.72 -1.88
N 9.286 8.710 13.711 -0.71 0.00 -1.76
N 11.203 9.560 15.229 -2.53 0.26 -0.35
N 12.073 10.419 15.788 0.76 -0.52 -0.08
C 10.071 9.248 15.849 -0.40 0.46 0.18
C 13.526 7.598 13.663 -1.94 1.42 0.36
C 15.488 12.557 16.965 -0.76 0.16 -0.40
C 8.280 8.521 12.780 0.13 0.39 2.13
C 12.775 11.169 9.778 0.10 -0.22 0.29
C 15.151 11.792 14.375 1.44 0.28 -1.20
C 8.977 8.876 15.025 -0.54 -0.70 0.43
C 16.348 12.458 14.735 -1.41 -0.39 0.55
C 6.960 8.468 13.193 -0.09 -0.25 -1.92
C 16.494 12.848 16.067 0.41 -0.36 -0.48
C 7.624 8.600 15.462 0.65 0.07 -0.82
C 13.534 10.062 7.806 1.13 2.40 -0.60
C 9.621 5.017 11.087 -2.42 1.25 -0.49
C 14.134 11.521 15.271 -0.82 -0.01 -0.14
C 6.621 8.428 14.550 -0.72 -0.93 1.02
C 12.901 10.798 14.827 0.49 0.52 -0.05
C 14.713 6.716 13.987 -1.38 -0.42 0.12
C 14.286 11.939 16.599 0.56 -0.33 0.45
C 13.477 11.286 8.559 -1.15 -2.12 0.97
C 12.141 8.857 9.329 0.38 0.67 1.77
C 11.128 11.424 11.711 0.52 -2.08 -0.39
C 12.177 9.959 10.231 -1.71 0.42 -0.44
C 12.883 8.903 8.165 -0.39 1.15 0.95
H 15.506 12.898 17.962 0.39 0.24 1.17
H 14.977 6.261 13.062 0.47 -0.33 -0.80
H 7.425 8.434 16.485 -0.07 0.10 1.13
H 13.798 12.286 8.281 0.36 -0.44 -0.40
H 12.871 8.126 7.461 0.04 -1.20 -0.61
H 14.103 10.047 6.864 -0.30 0.16 0.36
H 12.616 11.193 17.169 0.45 -0.01 -0.13
H 6.181 8.346 12.431 0.34 -0.01 0.28
H 11.585 7.995 9.650 -0.15 -0.31 -0.09
H 5.586 8.042 14.867 1.60 0.98 -0.42
H 14.344 5.924 14.630 0.05 -0.08 0.28
H 17.441 13.284 16.399 -0.42 0.11 0.00
H 17.093 12.698 14.002 0.25 -0.12 -0.26
H 15.076 11.440 13.326 -0.35 0.25 0.83
H 8.554 8.394 11.735 0.16 0.17 0.35
H 9.937 9.435 16.916 0.02 0.09 -0.16
H 15.575 7.171 14.432 0.26 0.68 0.20


Record 4
54
Properties=species:S:1:pos:R:3:forces:R:3 method="wB97M-V/def2-TZVPD" fmax_ev_per_a=3.289 e_above_lowest_ev=0.0000 lumo_ha=0.067 homo_energy_ha=-0.1405 charge=-1
S -1.875 1.114 0.194 2.21 1.36 -0.89
S 0.579 2.832 1.284 -2.13 -0.54 -1.72
S 0.821 -0.260 -1.132 0.09 -2.25 0.49
F -0.222 -1.568 -3.188 0.68 1.02 -0.11
F 1.871 -0.997 -3.416 -0.85 0.34 -0.12
F 0.303 0.561 -3.531 0.23 -0.88 0.22
O 3.572 -1.937 -0.773 -1.81 -0.92 0.12
O 0.164 2.228 2.526 0.48 0.16 0.59
O -0.602 3.067 -1.066 -1.53 2.58 -1.34
O -2.240 0.704 -1.155 0.06 -0.27 0.32
O 0.590 4.275 1.118 0.62 -0.03 0.37
O -1.477 0.179 1.218 -0.58 -0.31 0.03
O -1.020 -2.830 -0.720 1.77 -0.28 -0.05
N 1.205 -2.019 -0.839 -0.26 1.62 -0.34
C -4.393 2.193 -0.289 0.01 -0.08 0.38
C 0.448 -5.562 -0.226 0.39 -0.15 -0.02
C 2.795 1.277 1.759 0.03 -0.18 -0.31
C -3.452 1.855 0.699 -0.50 -0.51 0.37
C 3.880 1.728 -0.770 -0.01 0.24 -0.11
C -1.670 4.126 -0.827 1.56 -1.36 -0.11
C 2.729 -6.246 0.313 -0.22 0.50 -0.26
C 0.670 -0.575 -2.905 0.08 -0.23 -0.15
C 3.194 -4.942 0.038 -0.16 -0.23 -0.12
C 4.467 0.790 0.077 -0.09 -0.05 0.34
C 1.365 -6.564 0.154 0.27 0.63 -0.14
C 2.196 2.171 0.872 0.02 0.05 0.31
C 2.745 2.438 -0.382 0.22 -0.23 0.31
C -5.172 1.905 2.388 0.04 0.20 -0.15
C 2.502 -2.528 -0.685 0.81 0.48 -0.14
C -3.830 1.731 2.040 -0.06 0.01 -0.38
C 3.927 0.569 1.345 0.01 0.23 -0.20
C 0.933 -4.278 -0.489 -0.15 -0.84 0.53
C 2.283 -3.985 -0.393 0.26 -0.57 0.39
C -5.723 2.411 0.074 0.36 0.08 0.16
C 0.179 -3.011 -0.704 -0.89 0.65 -0.09
C -0.424 2.183 -0.090 -0.59 -1.41 2.10
C -6.111 2.266 1.412 0.21 0.07 0.01
H -0.614 -5.785 -0.310 0.22 0.13 0.03
H 2.264 3.165 -1.034 0.06 -0.24 0.06
H -3.071 1.442 2.772 -0.31 0.01 -0.25
H 4.368 -0.183 1.997 -0.05 0.18 -0.06
H -4.085 2.234 -1.335 -0.07 -0.10 0.36
H -1.176 5.092 -0.890 -0.13 0.04 -0.09
H -6.450 2.668 -0.703 0.19 -0.06 0.35
H 3.430 -7.014 0.649 -0.24 0.27 -0.13
H 5.333 0.206 -0.243 -0.34 0.23 0.01
H 2.355 1.109 2.742 -0.02 0.03 -0.32
H -2.065 3.959 0.177 0.00 0.23 -0.17
H 1.033 -7.590 0.337 0.03 0.44 -0.02
H -7.146 2.466 1.689 0.20 -0.22 -0.01
H 4.237 -4.648 0.154 -0.19 -0.24 0.00
H -5.476 1.727 3.422 0.00 0.21 -0.31
H 4.293 1.886 -1.765 -0.05 0.00 0.18
H -2.437 3.965 -1.589 0.12 0.18 0.08